No. 1
Molecular formula: BeH36O22S
Method: DFT, the ωB97M-V functional and the def2-TZVPD basis

```
60
Properties=species:S:1:pos:R:3:forces:R:3
Be 2.049 0.180 1.664 1.97 0.55 -0.42
S -0.267 -0.093 0.006 -2.72 -0.77 -1.38
O -0.561 1.204 -0.533 -0.20 2.21 -0.96
O -1.432 -0.473 0.771 1.54 -0.60 0.76
O -0.029 -1.001 -1.123 0.93 0.45 2.02
O 0.831 0.148 0.895 1.17 -1.02 0.92
O 1.141 3.095 -0.343 1.16 0.50 0.20
H 0.366 2.531 -0.476 0.19 0.10 -0.06
H 1.172 3.767 -1.021 -0.34 0.25 -0.29
O -2.711 -1.988 2.351 0.08 -0.91 0.75
H -2.052 -1.441 1.899 -0.67 -0.01 0.04
H -3.594 -1.657 2.172 0.23 0.36 0.15
O -3.567 -0.979 -0.404 -0.47 -0.34 0.93
H -2.787 -0.853 0.170 -0.44 0.53 -1.14
H -4.128 -1.352 0.286 -0.82 -0.02 -0.62
O 0.258 -2.758 2.001 0.75 -0.66 -0.14
H -0.196 -2.120 2.536 -0.66 0.27 0.39
H -0.274 -3.571 2.053 0.04 0.50 -0.22
O 3.312 -1.990 -1.542 0.02 -0.44 2.15
H 2.433 -2.320 -1.763 -0.36 -0.36 -0.40
H 3.718 -1.668 -2.314 0.59 0.73 -1.52
O 2.092 -0.156 3.277 0.46 0.67 -0.82
H 1.397 0.060 3.889 -0.78 0.35 0.29
H 2.470 -0.994 3.479 0.29 -1.28 0.54
O -1.707 -1.253 -3.035 -0.16 -0.15 -0.36
H -1.115 -1.159 -2.269 -0.80 0.23 -0.62
H -1.458 -0.552 -3.645 -0.01 0.14 0.05
O -0.545 2.271 -2.919 -1.46 -0.32 1.56
H -0.442 1.919 -1.995 -0.48 0.19 -1.61
H 0.334 2.368 -3.190 2.08 0.18 -1.08
O -2.976 1.876 -1.370 1.72 -0.21 0.85
H -2.096 1.669 -0.923 -2.22 0.49 -0.72
H -2.862 1.256 -2.097 -0.60 -0.09 -0.36
O 2.516 0.973 -1.417 1.82 -0.12 1.39
H 2.085 1.792 -1.190 -0.68 0.60 -0.07
H 2.095 0.523 -2.120 -0.82 -0.54 -1.40
O 1.143 -0.709 -3.409 -0.01 -0.73 -0.93
H 0.612 -0.834 -2.615 0.21 0.33 0.15
H 0.720 -1.376 -3.987 0.52 0.56 0.07
O 0.959 -3.352 -1.164 -0.74 1.20 -1.57
H 1.615 -3.525 -0.521 0.76 -0.29 1.30
H 0.660 -2.394 -1.078 0.29 -1.80 0.48
O -2.976 1.287 1.970 -0.96 1.18 0.73
H -3.149 2.135 1.513 0.20 -0.85 0.28
H -2.301 0.832 1.480 0.21 -0.15 -0.45
O 0.177 2.044 2.932 -0.12 -0.99 1.76
H -0.280 2.484 2.204 -0.20 0.59 -0.37
H -0.559 1.864 3.564 0.67 0.28 -0.77
O -1.992 -3.242 -0.605 1.10 -1.34 -0.66
H -1.510 -2.706 -1.247 -0.44 -0.44 0.16
H -2.427 -2.622 -0.052 -0.79 0.69 0.46
O 3.233 -0.830 0.898 1.30 -0.36 3.02
H 3.945 -1.369 1.315 -0.70 0.86 0.30
H 3.293 -1.231 0.045 -0.85 -0.32 -3.11
O -1.242 3.334 1.131 -0.37 0.05 -0.50
H -1.260 4.220 0.739 0.11 -0.51 -0.04
H -1.179 2.663 0.414 -0.33 0.93 0.54
O 2.791 1.732 1.534 -0.66 -0.48 2.45
H 2.880 2.283 2.337 -0.33 -0.27 -0.64
H 3.355 2.071 0.870 0.75 0.38 -1.45
```
Positions in Å, forces in eV/Å.

The calculation puts the HOMO energy at -9.3 eV. Its total charge is 0. As for the HOMO-LUMO gap: 0.2931 hartree. The energy relative to the best compared isomer or geometry (same formula, charge and spin) comes out at 0.0 kJ/mol. For the total energy, the calculation gives -2089.9265 a.u. The value obtained for the LUMO energy is -1.31 eV.

Mulliken atomic charge list, values in e, 6 entries: atom 1 (Be): -0.25, atom 2 (S): 1.66, atom 3 (O): -0.27, atom 4 (O): 0.43, atom 5 (O): 0.73, atom 6 (O): -1.15

---

No. 2
Molecular formula: C10H9BrN2
Method: DFT, the ωB97M-V functional and the def2-TZVPD basis

```
22
Properties=species:S:1:pos:R:3:forces:R:3
C 2.892 -2.073 0.817 1.46 -2.17 1.31
C -2.169 1.058 1.414 -0.28 0.67 -0.42
C -1.248 0.322 2.160 -0.71 0.06 -2.04
C -2.026 1.201 0.052 0.65 -0.03 -0.09
C -0.341 -0.445 1.467 1.06 -0.77 1.40
C -0.960 0.564 -0.629 -1.80 1.25 -0.98
C -0.208 -0.323 0.119 -0.86 0.54 -2.30
C 2.939 0.345 0.766 -2.35 0.26 -2.17
C 2.495 -0.835 0.459 -3.35 0.39 -1.50
C 1.144 -1.028 -1.844 -4.03 -3.73 -1.63
N 3.321 -3.065 1.229 -0.35 0.06 -0.38
N 0.604 -1.244 -0.493 4.91 0.65 0.16
Br 2.154 1.877 -0.005 -0.15 0.44 -0.01
H -3.032 1.665 1.751 0.87 -0.72 0.86
H -1.380 0.425 3.166 0.24 -0.49 2.76
H -2.770 1.924 -0.267 0.43 -0.27 -1.37
H 0.452 -1.175 1.764 -1.21 0.76 1.11
H -0.825 0.739 -1.734 -0.01 -0.40 1.39
H 3.736 0.655 1.307 2.45 0.20 1.75
H 1.420 -0.093 -2.185 0.83 2.05 -0.13
H 1.834 -1.830 -2.032 0.90 0.13 0.19
H 0.322 -1.412 -2.675 1.28 1.10 2.08
```
Positions in Å, forces in eV/Å.

The calculation puts the HOMO energy (spin up / spin down) at -8.5 / -8.5 eV. Its total charge is 0. As for the HOMO-LUMO gap (spin up / spin down): 0.2650 / 0.2650 hartree. The energy relative to the best compared isomer or geometry (same formula, charge and spin) comes out at 175.9 kJ/mol. For the total energy, the calculation gives -3069.7805 a.u. The value obtained for the LUMO energy (spin up / spin down) is -1.33 / -1.33 eV.

Mulliken atomic charge list, values in e, 6 entries: atom 1 (C): 0.59, atom 2 (C): -0.20, atom 3 (C): -1.03, atom 4 (C): -0.60, atom 5 (C): 0.12, atom 6 (C): -0.08

---

No. 3
Molecular formula: C30H45O5P
Method: DFT, the ωB97M-V functional and the def2-TZVPD basis

```
81
Properties=species:S:1:pos:R:3:forces:R:3
C -0.640 -3.415 4.118 0.11 0.27 0.05
C -0.363 -3.228 2.641 0.09 0.44 -0.34
O 0.860 -2.461 2.429 -0.55 -0.10 0.12
P 0.888 -1.215 1.403 0.64 0.09 -1.59
C 2.080 -1.420 0.129 -0.49 -0.32 0.07
C 1.809 -2.050 -1.108 0.20 0.92 1.06
O 2.538 -1.992 -2.105 -0.23 -0.27 -0.56
O 0.594 -2.733 -1.132 -0.46 0.30 -0.73
C -0.279 -2.350 -2.233 0.62 -0.80 0.28
C -0.635 -0.888 -2.258 0.01 0.44 -0.02
O -0.464 -0.838 0.910 -0.10 0.02 0.87
O 1.585 -0.071 2.341 -0.17 0.77 0.26
C 1.336 1.314 1.973 -0.28 -0.83 -0.35
C 1.914 2.305 2.955 -0.06 -0.16 0.27
H -1.464 -4.124 4.237 0.05 0.03 0.02
H 0.233 -3.796 4.662 -0.16 0.09 -0.15
H -0.952 -2.456 4.548 0.16 -0.22 0.08
H -0.265 -4.195 2.132 0.20 0.24 0.04
H -1.197 -2.679 2.183 0.24 -0.18 -0.02
H 3.016 -0.876 0.171 0.03 -0.13 0.27
H 0.215 -2.627 -3.176 -0.12 -0.12 0.15
H -1.182 -2.959 -2.117 0.29 0.00 0.11
H -1.540 -0.763 -2.860 0.00 0.04 -0.01
H -0.824 -0.512 -1.244 0.13 -0.10 -0.27
H 0.164 -0.319 -2.749 -0.08 0.06 0.29
H 1.778 1.512 0.982 -0.22 -0.23 0.10
H 0.247 1.440 1.918 0.26 0.07 -0.21
H 1.763 3.303 2.530 0.03 -0.01 0.07
H 1.383 2.272 3.914 0.27 -0.06 -0.09
H 2.987 2.150 3.109 -0.16 -0.08 0.08
C 0.905 -1.236 -5.996 -0.40 -0.13 -0.03
C 2.215 -0.517 -5.895 0.24 0.30 0.15
C 3.221 -1.009 -5.064 0.05 -0.12 -0.26
C 4.479 -0.409 -5.008 -0.43 0.27 -0.03
C 5.528 -1.102 -4.181 0.16 -0.47 0.36
C 4.680 0.814 -5.676 0.00 -0.04 -0.03
C 5.947 1.623 -5.483 0.06 0.01 -0.34
C 7.109 1.069 -6.329 0.19 -0.03 0.08
C 6.335 1.830 -3.998 0.31 -0.26 -0.53
C 5.208 2.103 -3.091 0.34 0.62 0.52
C 5.312 2.702 -1.826 0.06 -0.02 0.01
C 4.237 3.537 -1.345 -0.23 -0.26 0.15
C 3.148 3.972 -2.284 -0.42 0.21 -0.02
C 4.264 4.022 -0.050 -0.10 0.11 -0.42
C 5.332 3.746 0.816 -0.38 -0.40 -0.18
C 5.276 4.196 2.239 0.33 0.14 0.25
C 6.429 3.026 0.321 -0.01 -0.02 0.02
C 6.463 2.527 -0.970 0.27 0.46 -0.07
C 7.715 1.827 -1.405 0.54 -0.25 0.26
C 3.676 1.327 -6.515 -0.07 -0.02 0.34
C 3.867 2.617 -7.272 -0.20 0.19 -0.24
C 2.460 0.656 -6.620 0.08 -0.39 0.12
H 0.192 -0.649 -6.583 0.04 -0.12 0.07
H 1.021 -2.214 -6.486 0.02 0.24 0.11
H 0.465 -1.425 -5.008 0.19 0.09 -0.22
H 3.034 -1.878 -4.428 -0.01 0.17 -0.21
H 6.545 -1.015 -4.589 -0.34 0.03 0.17
H 5.520 -0.754 -3.135 0.04 -0.09 -0.19
H 5.295 -2.176 -4.122 0.06 0.41 -0.02
H 5.780 2.633 -5.875 -0.16 -0.17 0.12
H 6.801 1.019 -7.382 0.05 0.02 0.30
H 8.003 1.709 -6.274 -0.20 -0.14 0.05
H 7.390 0.054 -6.020 -0.03 0.28 -0.12
H 6.869 0.943 -3.636 -0.03 0.04 -0.02
H 7.066 2.658 -3.954 -0.26 -0.31 0.21
H 4.213 1.849 -3.470 0.08 0.36 -0.03
H 2.482 4.676 -1.768 0.14 -0.27 -0.18
H 3.545 4.493 -3.173 -0.06 -0.29 0.37
H 2.533 3.127 -2.630 0.19 0.14 0.08
H 3.440 4.657 0.286 0.29 -0.23 -0.05
H 6.177 3.880 2.770 -0.12 0.07 0.00
H 5.216 5.289 2.294 -0.03 -0.11 -0.04
H 4.405 3.800 2.780 0.15 0.03 -0.36
H 7.288 2.864 0.979 -0.32 -0.01 -0.25
H 8.454 1.871 -0.591 -0.30 -0.05 -0.28
H 7.536 0.760 -1.612 0.03 0.29 -0.07
H 8.182 2.288 -2.290 -0.26 -0.19 0.39
H 2.986 2.802 -7.900 0.25 -0.01 0.12
H 3.967 3.483 -6.599 0.03 -0.20 -0.20
H 4.745 2.590 -7.935 -0.20 0.05 0.21
H 1.685 1.061 -7.272 0.14 -0.12 0.12
```
Positions in Å, forces in eV/Å.

The calculation puts the HOMO energy at -5.7 eV. Its total charge is 0. As for the HOMO-LUMO gap: 0.0900 hartree. The energy relative to the best compared isomer or geometry (same formula, charge and spin) comes out at 71.5 kJ/mol. For the total energy, the calculation gives -1887.6488 a.u. The value obtained for the LUMO energy is -3.27 eV.

Mulliken atomic charge list, values in e, 6 entries: atom 1 (C): -1.22, atom 2 (C): -0.18, atom 3 (O): -0.41, atom 4 (P): 1.14, atom 5 (C): -0.72, atom 6 (C): 0.42

---

No. 4
Molecular formula: C19H47InN2O19P4S
Method: DFT, the ωB97M-V functional and the def2-TZVPD basis

```
93
Properties=species:S:1:pos:R:3:forces:R:3
O 6.299 -1.395 0.436 -0.33 -0.93 -0.95
C 5.715 -0.327 0.251 1.21 -0.22 1.67
O 5.767 0.675 0.969 -0.72 1.06 -0.29
In 4.371 0.017 -1.597 -0.32 0.43 -0.54
C 3.915 -1.866 -2.726 -0.54 0.14 -0.12
C 2.689 -2.689 -2.255 1.18 -0.24 -0.21
C 2.604 -2.863 -0.731 -0.91 -0.13 -0.21
C 1.745 -1.751 -0.090 0.30 -0.12 -0.58
S 0.092 -2.295 0.446 -0.65 -0.08 0.84
C -1.036 -1.483 -0.616 1.23 -0.19 -0.38
N -0.841 -1.355 -1.878 0.06 -0.14 -0.66
N -1.950 -0.698 -2.391 0.30 -0.01 -0.39
C -2.712 -0.485 -1.396 -0.58 0.33 -0.18
O -2.209 -0.932 -0.227 -0.17 -0.19 0.65
H 5.200 1.224 -2.629 0.10 -0.21 0.02
H 2.906 0.843 -0.984 0.14 -0.14 -0.03
H 4.794 -2.510 -2.822 0.08 0.03 0.29
H 3.699 -1.539 -3.751 0.10 0.12 0.00
H 1.782 -2.251 -2.672 -0.18 0.01 0.28
H 2.777 -3.693 -2.695 -0.16 -0.01 -0.04
H 3.591 -2.884 -0.268 0.09 0.07 -0.11
H 2.127 -3.831 -0.549 0.08 -0.02 0.29
H 2.236 -1.311 0.774 -0.23 0.09 0.12
H 1.597 -0.994 -0.851 -0.09 0.34 0.26
H -3.677 -0.011 -1.449 -0.08 0.04 0.31
C -4.789 2.216 -6.286 -0.04 -0.29 -0.05
O -4.090 2.873 -5.237 1.90 1.49 1.07
P -4.849 2.922 -3.719 -4.77 -2.84 -1.71
O -5.426 1.530 -3.790 0.51 0.08 0.18
O -5.905 4.087 -4.250 0.45 0.50 0.24
C -5.399 5.248 -4.902 -0.18 -0.14 -0.06
O -5.315 3.151 -2.099 2.21 0.82 0.36
C -6.692 3.301 -1.820 -0.16 0.32 -0.03
H -4.352 2.562 -7.226 0.10 0.10 0.08
H -4.657 1.138 -6.215 -0.15 -0.01 0.04
H -5.852 2.465 -6.273 -0.01 -0.06 0.06
H -5.595 5.176 -5.973 0.09 0.02 -0.03
H -4.328 5.373 -4.749 0.01 0.03 -0.05
H -5.918 6.123 -4.506 -0.03 -0.03 0.05
H -7.280 2.543 -2.341 0.05 0.00 -0.07
H -7.042 4.299 -2.093 -0.09 -0.04 -0.04
H -6.817 3.179 -0.742 0.14 -0.06 0.01
C -3.612 -2.469 -5.135 -0.27 0.60 0.43
O -3.056 -3.094 -6.304 1.89 -1.29 -2.76
P -4.014 -3.141 -7.643 -5.76 1.53 2.63
O -4.693 -1.820 -7.628 0.69 -0.34 -0.32
O -4.946 -4.353 -7.029 0.49 -0.16 -0.23
C -4.337 -5.446 -6.334 -0.21 0.01 0.04
O -4.281 -3.608 -9.216 3.24 -0.02 0.48
C -5.608 -3.960 -9.574 -0.41 -0.36 0.04
H -3.031 -2.809 -4.279 0.20 -0.10 -0.23
H -3.521 -1.390 -5.208 -0.09 -0.01 -0.05
H -4.656 -2.751 -4.993 0.00 0.03 -0.19
H -4.515 -5.337 -5.264 0.07 0.00 0.02
H -3.264 -5.500 -6.506 0.00 -0.03 0.04
H -4.799 -6.373 -6.676 -0.06 0.05 -0.05
H -6.319 -3.221 -9.202 0.08 0.01 0.07
H -5.865 -4.949 -9.197 -0.03 0.07 0.06
H -5.647 -3.985 -10.662 0.20 0.11 0.02
C 4.016 -0.202 3.520 -0.11 0.36 -0.37
O 3.869 -1.523 4.058 0.35 -3.02 0.96
P 2.424 -1.912 4.827 -2.20 5.57 -0.47
O 1.472 -1.186 3.927 0.18 -0.55 0.11
O 2.849 -1.035 6.172 0.36 -0.62 0.20
C 4.158 -1.198 6.710 -0.13 0.23 0.05
O 1.260 -2.776 5.702 1.58 -1.98 -0.71
C 0.432 -2.050 6.589 0.05 0.16 0.35
H 5.085 -0.039 3.374 0.01 -0.24 -0.09
H 3.523 -0.131 2.554 -0.04 0.05 0.06
H 3.622 0.554 4.200 -0.12 -0.04 0.04
H 4.763 -0.323 6.462 0.09 -0.06 -0.06
H 4.655 -2.087 6.326 0.07 0.05 0.01
H 4.079 -1.276 7.798 -0.07 0.01 0.01
H 0.044 -1.149 6.110 0.07 0.00 -0.05
H 0.971 -1.786 7.501 -0.04 0.09 -0.02
H -0.400 -2.703 6.859 0.04 -0.09 -0.14
C 5.004 5.780 8.657 -0.33 0.33 0.28
O 5.230 5.099 7.434 0.84 -1.14 -3.10
P 3.974 4.122 6.889 -4.18 -0.95 5.03
O 2.784 4.946 7.247 0.79 0.06 -0.55
O 4.312 2.963 8.020 0.32 0.32 -0.47
C 5.662 2.579 8.270 -0.05 -0.13 0.14
O 3.302 3.040 5.832 2.61 2.04 -1.40
C 2.415 2.052 6.358 -0.24 -0.62 0.44
H 5.982 6.078 9.043 0.04 -0.12 -0.20
H 4.405 6.674 8.487 -0.12 -0.10 0.03
H 4.513 5.136 9.388 -0.07 0.02 -0.07
H 5.991 3.003 9.222 0.05 0.02 -0.03
H 6.340 2.913 7.486 0.04 -0.05 0.03
H 5.707 1.492 8.336 -0.08 0.02 -0.02
H 1.687 2.499 7.037 0.14 0.15 -0.01
H 2.970 1.269 6.864 -0.04 0.04 0.03
H 1.890 1.604 5.515 0.20 0.18 -0.15
```
Positions in Å, forces in eV/Å.

The calculation puts the HOMO energy at 0.0 eV. Its total charge is -2. As for the HOMO-LUMO gap: 0.0473 hartree. For the total energy, the calculation gives -4244.6903 a.u. The value obtained for the LUMO energy is 1.30 eV.

Mulliken atomic charge list, values in e, 6 entries: atom 1 (O): -0.54, atom 2 (C): 0.31, atom 3 (O): -0.53, atom 4 (In): 0.68, atom 5 (C): -1.25, atom 6 (C): -0.37

---

No. 5
Molecular formula: C9H6O2
Method: DFT, the ωB97M-V functional and the def2-TZVPD basis

```
17
Properties=species:S:1:pos:R:3:forces:R:3
C 1.192 -2.000 1.588 -0.39 -2.30 1.79
C 0.921 -1.464 0.392 2.05 -5.47 2.89
O 0.904 -2.160 -0.802 -1.61 -0.41 -0.23
C -0.171 -1.562 -1.510 1.14 1.11 -4.62
O -0.681 -1.868 -2.592 1.42 -0.87 3.26
C -0.189 -0.216 -0.994 -3.51 0.91 4.05
C -1.025 0.848 -1.370 0.09 1.90 -2.37
C -1.043 1.999 -0.609 -0.06 0.66 -1.62
C -0.319 1.910 0.550 -1.96 6.58 1.99
C 0.335 0.900 1.148 0.02 -1.73 -0.33
C 0.236 -0.314 0.441 -0.69 5.97 -5.74
H 1.408 -3.207 1.810 -0.32 3.82 -0.59
H 0.801 -1.242 2.392 1.44 -2.18 -0.93
H -1.463 1.216 -2.334 0.42 -2.24 0.16
H -1.411 3.047 -1.121 0.72 -2.94 1.90
H -0.465 2.987 1.024 1.33 -2.32 -0.06
H 0.969 1.128 1.987 -0.09 -0.48 0.44
```
Positions in Å, forces in eV/Å.

The calculation puts the HOMO energy at -8.9 eV. Its total charge is 0. As for the HOMO-LUMO gap: 0.3086 hartree. Its structure (SMILES) is C=C1OC(=O)c2ccccc21. The energy relative to the best compared isomer or geometry (same formula, charge and spin) comes out at 387.6 kJ/mol. For the total energy, the calculation gives -496.8832 a.u. The value obtained for the LUMO energy is -0.55 eV.

Mulliken atomic charge list, values in e, 6 entries: atom 1 (C): -0.76, atom 2 (C): 0.44, atom 3 (O): -0.33, atom 4 (C): 0.26, atom 5 (O): -0.56, atom 6 (C): 0.25

---

No. 6
Molecular formula: C4HN3O
Method: DFT, the ωB97M-V functional and the def2-TZVPD basis

```
9
Properties=species:S:1:pos:R:3:forces:R:3
N -3.245 -0.696 -1.031 -1.77 -0.44 -0.85
C -2.304 -0.257 -0.583 1.60 -0.44 0.10
C -1.045 0.065 0.068 0.82 2.11 2.46
O 0.082 -0.393 -0.596 0.67 0.39 -0.94
C -1.047 -0.508 1.441 -0.27 -0.82 0.03
N -1.012 -1.053 2.449 0.04 0.18 0.09
C -1.151 1.579 0.378 0.78 -0.65 -1.43
N -1.170 2.727 0.393 -0.06 -0.18 0.33
H 0.977 -0.010 -0.372 -1.81 -0.15 0.20
```
Positions in Å, forces in eV/Å.

The calculation puts the HOMO energy at -13.1 eV. Its total charge is 0. As for the HOMO-LUMO gap: 0.4650 hartree. Its structure (SMILES) is N#CC(O)(C#N)C#N. The energy relative to the best compared isomer or geometry (same formula, charge and spin) comes out at 107.3 kJ/mol. For the total energy, the calculation gives -392.4403 a.u. The value obtained for the LUMO energy is -0.43 eV.

Mulliken atomic charge list, values in e, 6 entries: atom 1 (N): -0.30, atom 2 (C): -0.12, atom 3 (C): 1.45, atom 4 (O): -0.49, atom 5 (C): -0.11, atom 6 (N): -0.33